Formula: C38H32BrN8O2P2Rb
Source: OMol25
Level of theory: ωB97M-V/def2-TZVPD

The total energy comes out at -145221.2602 eV. For the energy above the lowest of the compared OMol25 structures with the same formula, charge and spin, the calculation gives 0.5255 eV. The calculation puts the HOMO energy at -8.099 eV. Its max |F| is 0.015 hartree/bohr. As for the frontier orbital gap: 0.301 Eh.

```
84
C38H32BrN8O2P2Rb ωB97M-V/def2-TZVPD
Rb 1.391 0.676 0.879
N -0.969 -0.842 3.225
C -0.286 -1.964 2.912
N -0.671 -3.093 3.508
C 0.041 -4.163 3.166
N -0.329 -5.349 3.690
N 1.099 -4.168 2.340
C 1.383 -2.986 1.809
N 0.714 -1.863 2.018
C 2.592 -2.930 0.926
C 3.293 -4.098 0.643
C 4.445 -4.015 -0.120
C 4.861 -2.773 -0.570
C 4.086 -1.669 -0.249
N 2.976 -1.736 0.474
H -1.559 -0.896 4.037
H -0.586 0.062 2.995
H -1.040 -5.362 4.398
H 0.264 -6.145 3.549
H 2.931 -5.037 1.033
H 5.014 -4.906 -0.352
H 5.763 -2.656 -1.156
H 4.375 -0.680 -0.593
N -1.351 1.400 -1.692
P -1.862 1.087 -0.080
C -2.685 2.665 0.340
C -3.840 3.092 -0.319
C -4.408 4.315 -0.008
C -3.833 5.117 0.971
C -2.687 4.698 1.627
C -2.106 3.474 1.314
C -3.337 0.027 -0.344
C -3.848 -0.630 0.773
C -4.967 -1.441 0.662
C -5.581 -1.614 -0.571
C -5.070 -0.974 -1.692
C -3.953 -0.158 -1.579
P 0.300 1.226 -2.203
C 0.041 1.709 -3.949
C -0.538 0.866 -4.897
C -0.761 1.316 -6.187
C -0.414 2.615 -6.542
C 0.162 3.459 -5.607
C 0.396 3.004 -4.316
C 0.467 -0.594 -2.339
C 1.727 -1.072 -2.704
C 1.974 -2.432 -2.786
C 0.972 -3.339 -2.466
C -0.280 -2.876 -2.092
C -0.535 -1.511 -2.040
H -1.795 2.197 -2.135
H -4.309 2.456 -1.062
H -5.305 4.640 -0.520
H -4.282 6.071 1.219
H -2.233 5.324 2.384
H -1.186 3.168 1.804
H -3.355 -0.515 1.732
H -5.354 -1.948 1.537
H -6.451 -2.252 -0.660
H -5.540 -1.112 -2.657
H -3.541 0.326 -2.457
H -0.811 -0.146 -4.620
H -1.206 0.655 -6.920
H -0.589 2.964 -7.552
H 0.438 4.469 -5.882
H 0.863 3.655 -3.585
H 2.524 -0.367 -2.922
H 2.955 -2.786 -3.078
H 1.170 -4.403 -2.507
H -1.067 -3.576 -1.841
H -1.521 -1.168 -1.767
Br 4.229 -1.456 4.117
C 4.036 0.443 4.191
C 4.903 1.176 4.983
C 4.733 2.553 4.980
C 3.734 3.120 4.206
C 2.910 2.281 3.472
N 3.068 0.949 3.466
C 1.785 2.747 2.555
O 2.150 3.221 1.464
O 0.630 2.424 2.916
H 5.670 0.689 5.566
H 5.386 3.177 5.578
H 3.589 4.190 4.162
```

***

Formula: C5H7NO2
Source: OMol25
Level of theory: ωB97M-V/def2-TZVPD

The total energy comes out at -10881.8692 eV. For the energy above the lowest of the compared OMol25 structures with the same formula, charge and spin, the calculation gives 1.7482 eV. As for the SMILES: C[C@@H](O)[C@@H](C#N)C=O. The calculation puts the HOMO energy at -10.065 eV. Its max |F| is 0.072 hartree/bohr. As for the frontier orbital gap: 0.384 Eh.

```
15
C5H7NO2 ωB97M-V/def2-TZVPD
C 1.625 -0.524 0.182
C 0.626 0.575 0.149
O 0.587 1.277 -1.115
C -0.784 0.030 0.453
C -1.928 0.860 0.636
N -2.904 1.448 0.677
C -1.237 -1.096 -0.722
O -1.298 -2.251 -0.472
H 2.637 -0.061 -0.078
H 1.410 -1.389 -0.557
H 1.685 -0.928 1.271
H 0.725 1.301 1.006
H 1.259 1.989 -1.170
H -0.714 -0.594 1.381
H -1.688 -0.637 -1.641
```

***

Formula: C6H13N3Si
Source: OMol25
Level of theory: ωB97M-V/def2-TZVPD

The total energy comes out at -18778.6817 eV. For the energy above the lowest of the compared OMol25 structures with the same formula, charge and spin, the calculation gives 2.2192 eV. The calculation puts the HOMO energy at -8.793 eV. Its max |F| is 0.110 hartree/bohr. As for the frontier orbital gap: 0.330 Eh.

```
23
C6H13N3Si ωB97M-V/def2-TZVPD
C 3.485 0.478 0.287
C 2.108 0.822 -0.083
C 1.843 2.245 -0.415
C -0.829 -1.320 1.801
C -0.489 -2.277 -1.193
C -1.582 0.567 -0.664
N 3.577 -0.816 0.360
N 1.238 -0.072 -0.072
N 2.995 -1.792 0.200
Si -0.307 -0.697 0.029
H 4.285 1.170 0.575
H 1.034 2.413 -1.070
H 1.825 2.887 0.508
H 2.710 2.573 -0.897
H -0.910 -0.795 2.654
H -1.740 -2.056 1.753
H 0.028 -2.019 1.869
H 0.312 -2.907 -0.865
H -1.294 -2.975 -1.242
H -0.332 -1.926 -2.250
H -1.448 0.817 -1.798
H -2.678 0.557 -0.553
H -1.232 1.409 -0.105
```

***

Formula: C5H8N2
Source: OMol25
Level of theory: ωB97M-V/def2-TZVPD

The total energy comes out at -8290.2030 eV. For the energy above the lowest of the compared OMol25 structures with the same formula, charge and spin, the calculation gives 4.7933 eV. As for the SMILES: CC1=NC1.C=C=N. The calculation puts the HOMO energy at -9.063 eV. Its max |F| is 0.014 hartree/bohr. As for the frontier orbital gap: 0.359 Eh.

```
15
C5H8N2 ωB97M-V/def2-TZVPD
C 1.490 -1.387 -0.316
C 0.192 -0.693 -0.032
N -0.192 -0.010 1.028
C -1.173 -0.956 0.426
H 1.673 -2.169 0.428
H 2.310 -0.663 -0.270
H 1.481 -1.842 -1.310
H -2.013 -0.556 -0.144
H -1.422 -1.810 1.061
C -0.620 2.051 0.588
C -0.290 1.936 -0.715
N 0.042 1.290 -1.680
H -1.673 2.137 0.841
H 0.092 2.468 1.291
H 0.102 0.203 -1.197
```

***

Formula: C44H54FN7O4P
Source: OMol25
Level of theory: ωB97M-V/def2-TZVPD

The total energy comes out at -77129.8992 eV. The calculation puts the HOMO energy at -4.648 eV. Its max |F| is 0.005 hartree/bohr. The charge is -1. As for the frontier orbital gap: 0.242 Eh.

```
111
C44H54FN7O4P ωB97M-V/def2-TZVPD
C 6.309 -0.389 2.610
C 5.512 0.907 2.860
C 6.155 2.095 2.179
O 6.858 2.888 2.769
O 5.979 2.247 0.864
C 5.113 1.332 0.138
C 3.639 1.567 0.374
P 2.643 -0.078 0.312
O 2.261 0.002 2.045
C 0.894 0.248 2.205
C 0.564 1.315 1.169
C -0.929 1.558 0.972
C -1.469 2.784 1.655
F -1.584 2.568 3.039
O 1.157 0.859 -0.013
H 5.636 -1.225 2.428
H 6.960 -0.309 1.737
H 6.940 -0.625 3.467
H 4.475 0.778 2.547
H 5.511 1.149 3.920
H 5.394 1.476 -0.902
H 5.388 0.309 0.405
H 3.229 2.214 -0.403
H 3.489 2.072 1.330
H 3.840 -0.845 0.618
H 2.916 -0.158 -1.112
H 1.875 -1.304 0.237
H 0.663 0.566 3.226
H 0.313 -0.659 1.967
H 1.051 2.250 1.506
H -1.119 1.662 -0.101
H -1.498 0.684 1.307
H -0.815 3.649 1.527
H -2.465 3.050 1.293
N -3.078 -1.357 0.895
C -3.989 -0.689 0.193
C -4.958 -1.302 -0.588
C -4.978 -2.686 -0.643
C -4.033 -3.396 0.080
C -3.107 -2.685 0.830
H -3.936 0.393 0.259
H -5.679 -0.715 -1.139
H -5.721 -3.199 -1.242
H -4.011 -4.477 0.073
H -2.353 -3.204 1.413
N -2.037 6.057 3.059
C -2.414 7.193 2.478
C -3.705 7.697 2.542
C -4.657 6.981 3.249
C -4.277 5.797 3.859
C -2.959 5.377 3.738
H -1.644 7.726 1.930
H -3.952 8.627 2.046
H -5.677 7.339 3.322
H -4.986 5.201 4.419
H -2.628 4.449 4.189
N -0.348 -1.792 -3.050
C -0.268 -2.418 -4.223
C 0.666 -2.118 -5.203
C 1.572 -1.099 -4.943
C 1.504 -0.439 -3.729
C 0.533 -0.819 -2.809
H -0.991 -3.211 -4.390
H 0.677 -2.677 -6.129
H 2.323 -0.829 -5.677
H 2.195 0.351 -3.470
H 0.476 -0.321 -1.846
N 0.490 -4.703 -7.566
C 1.691 -5.116 -7.962
C 1.902 -5.861 -9.114
C 0.806 -6.195 -9.894
C -0.450 -5.772 -9.490
C -0.554 -5.030 -8.322
H 2.524 -4.838 -7.325
H 2.902 -6.169 -9.387
H 0.929 -6.775 -10.799
H -1.335 -6.009 -10.065
H -1.521 -4.680 -7.976
N -7.651 -0.938 -2.877
C -8.105 -2.091 -3.363
C -8.013 -2.447 -4.701
C -7.416 -1.558 -5.581
C -6.939 -0.355 -5.088
C -7.080 -0.094 -3.733
H -8.562 -2.764 -2.646
H -8.396 -3.400 -5.038
H -7.320 -1.802 -6.632
H -6.459 0.367 -5.734
H -6.709 0.835 -3.313
N 10.500 3.989 6.279
C 11.712 3.503 6.018
C 12.016 2.773 4.880
C 11.007 2.533 3.960
C 9.738 3.030 4.212
C 9.542 3.749 5.384
H 12.478 3.708 6.759
H 13.021 2.403 4.723
H 11.204 1.967 3.058
H 8.910 2.874 3.533
H 8.561 4.150 5.610
N -6.411 -3.251 3.770
C -6.784 -3.391 5.040
C -6.140 -2.777 6.104
C -5.043 -1.971 5.837
C -4.642 -1.816 4.521
C -5.357 -2.474 3.528
H -7.644 -4.028 5.218
H -6.492 -2.930 7.116
H -4.511 -1.475 6.639
H -3.793 -1.202 4.253
H -5.046 -2.363 2.498
```

***

Formula: C8H12CaF12O16S4
Source: OMol25
Level of theory: ωB97M-V/def2-TZVPD

The total energy comes out at -135639.4632 eV. For the energy above the lowest of the compared OMol25 structures with the same formula, charge and spin, the calculation gives 9.5390 eV. The calculation puts the HOMO energy at -4.094 eV. Its max |F| is 0.111 hartree/bohr. The charge is -2. As for the frontier orbital gap: 0.194 Eh.

```
53
C8H12CaF12O16S4 ωB97M-V/def2-TZVPD
Ca -0.440 -0.207 0.007
C -5.409 2.752 2.995
F -6.028 3.786 3.496
F -4.708 2.160 4.041
F -6.179 1.848 2.400
S -4.141 3.319 1.639
O -4.831 4.086 0.667
O -3.185 4.140 2.307
O -3.533 2.114 1.013
C 0.771 5.227 -4.093
F 0.410 6.082 -5.006
F 1.987 4.862 -4.417
F 0.920 5.831 -2.868
S -0.457 3.710 -3.873
O -0.337 2.985 -5.153
O -0.002 2.920 -2.781
O -1.854 4.271 -3.715
C 2.208 -5.862 2.571
F 2.581 -6.795 1.659
F 0.845 -5.905 2.713
F 2.796 -6.141 3.749
S 2.791 -4.050 1.982
O 1.599 -3.356 1.507
O 3.239 -3.421 3.232
O 3.881 -4.352 0.986
C 3.166 -1.457 -4.875
F 3.706 -1.931 -6.044
F 4.075 -1.635 -3.899
F 2.973 -0.054 -4.971
S 1.411 -2.250 -4.602
O 0.555 -1.687 -5.658
O 1.523 -3.717 -4.713
O 0.964 -1.724 -3.337
C -2.690 -2.592 2.937
C -3.558 -2.771 1.592
O -2.743 -2.643 0.505
O -1.966 -1.417 2.849
H -2.200 -3.512 3.256
H -3.372 -2.495 3.782
H -4.362 -2.034 1.604
H -4.098 -3.707 1.739
H -2.843 -3.389 -0.091
H -1.316 -1.441 3.555
C 2.610 2.365 1.796
C 3.413 1.872 0.597
O 2.882 0.715 0.069
O 1.193 2.458 1.594
H 2.932 3.386 1.996
H 2.842 1.904 2.756
H 4.470 1.768 0.844
H 3.195 2.688 -0.092
H 3.508 0.189 -0.435
H 0.808 3.106 2.188
```

***

Formula: C27H53FN2O7
Source: OMol25
Level of theory: ωB97M-V/def2-TZVPD

The total energy comes out at -48879.8867 eV. For the energy above the lowest of the compared OMol25 structures with the same formula, charge and spin, the calculation gives 2.8897 eV. As for the SMILES: C#CCO[C@H](CCCCCCCOC)[C@@H](CCCCCCCCC)OCCCF.C[N+](=O)[O-].C[N+](=O)[O-]. The calculation puts the HOMO energy at -9.502 eV. Its max |F| is 0.028 hartree/bohr. As for the frontier orbital gap: 0.354 Eh.

```
90
C27H53FN2O7 ωB97M-V/def2-TZVPD
C -6.329 -0.588 1.412
C -5.454 -1.396 1.561
C -4.299 -2.307 1.786
O -3.502 -2.519 0.645
C -2.349 -1.692 0.540
C -1.296 -1.969 1.621
C -0.686 -3.367 1.508
C 0.116 -3.620 0.213
C 1.174 -2.556 -0.131
C 1.497 -2.566 -1.664
C 2.946 -3.005 -1.980
C 3.365 -4.376 -1.421
O 3.252 -5.420 -2.373
C 1.912 -5.742 -2.691
C -2.612 -0.194 0.393
C -3.616 0.154 -0.718
C -2.861 0.214 -2.072
C -2.071 1.531 -2.231
C -0.702 1.316 -2.906
C 0.240 2.496 -2.628
C 0.854 2.511 -1.210
C 1.182 1.133 -0.624
C 1.725 1.264 0.824
C 3.188 0.804 0.950
O -2.886 0.413 1.649
C -2.225 1.651 1.767
C -2.480 2.253 3.144
C -1.565 1.663 4.232
F -0.708 0.679 3.758
H -6.971 0.257 1.354
H -3.751 -1.937 2.652
H -4.724 -3.277 2.063
H -1.881 -1.984 -0.405
H -1.687 -1.840 2.632
H -0.536 -1.191 1.501
H -0.049 -3.532 2.382
H -1.475 -4.123 1.551
H 0.651 -4.565 0.359
H -0.590 -3.802 -0.601
H 0.841 -1.546 0.097
H 2.087 -2.786 0.420
H 0.773 -3.183 -2.196
H 1.391 -1.541 -2.030
H 3.045 -3.067 -3.068
H 3.601 -2.205 -1.628
H 2.804 -4.656 -0.521
H 4.422 -4.333 -1.155
H 1.540 -5.038 -3.446
H 1.267 -5.631 -1.811
H 1.859 -6.761 -3.064
H -1.652 0.217 0.044
H -4.143 1.087 -0.510
H -4.370 -0.628 -0.817
H -3.572 0.056 -2.885
H -2.177 -0.640 -2.075
H -2.659 2.239 -2.814
H -1.876 1.904 -1.220
H -0.860 1.277 -3.991
H -0.284 0.349 -2.624
H 1.035 2.539 -3.362
H -0.354 3.410 -2.749
H 0.231 3.060 -0.496
H 1.794 3.067 -1.278
H 0.279 0.518 -0.595
H 1.925 0.619 -1.242
H 1.103 0.695 1.521
H 1.693 2.320 1.105
H 3.277 -0.279 0.860
H 3.615 1.131 1.899
H 3.763 1.301 0.164
H -2.570 2.321 0.968
H -1.139 1.548 1.637
H -3.539 2.121 3.369
H -2.279 3.323 3.053
H -0.940 2.460 4.632
H -2.176 1.199 5.005
C 1.625 2.588 5.574
N 3.099 2.791 5.615
O 3.643 2.763 6.698
O 3.654 2.970 4.553
H 1.268 2.442 6.586
H 1.189 3.478 5.129
H 1.432 1.712 4.960
C 3.188 5.403 -5.348
N 2.844 4.158 -4.611
O 2.618 4.246 -3.422
O 2.811 3.131 -5.254
H 3.177 6.230 -4.648
H 4.175 5.264 -5.777
H 2.443 5.537 -6.127
```

***

Formula: C7H20CaN3O
Source: OMol25
Level of theory: ωB97M-V/def2-TZVPD

The total energy comes out at -32536.8167 eV. For the energy above the lowest of the compared OMol25 structures with the same formula, charge and spin, the calculation gives 0.0537 eV. The calculation puts the HOMO energy at -1.940 eV. Its max |F| is 0.103 hartree/bohr. The charge is -1. As for the frontier orbital gap: 0.168 Eh.

```
32
C7H20CaN3O ωB97M-V/def2-TZVPD
C 3.027 -0.552 -3.749
Ca 1.625 -1.337 -2.271
N -0.260 0.065 -3.282
H 2.819 -0.423 -0.496
H 0.872 -3.178 -1.882
H 3.756 -1.188 -3.226
H 2.707 0.578 -3.461
H 2.496 -1.072 -4.565
H -0.524 1.023 -2.843
H -1.155 -0.514 -3.156
H -0.202 0.256 -4.334
C -2.070 -1.868 0.809
N -1.347 -0.770 1.412
C -1.902 -0.159 2.625
C -0.820 0.567 3.353
C -0.163 1.596 2.464
N 0.088 1.072 1.132
C 0.984 1.865 0.300
C -0.431 -0.077 0.676
O -0.069 -0.555 -0.493
H -3.047 -1.549 0.454
H -2.191 -2.654 1.544
H -1.484 -2.236 -0.029
H -2.735 0.522 2.366
H -2.311 -0.982 3.235
H -0.060 -0.135 3.687
H -1.229 1.070 4.221
H 0.800 1.926 2.896
H -0.803 2.498 2.371
H 0.903 2.910 0.587
H 2.021 1.538 0.413
H 0.706 1.764 -0.758
```